No. 1
Below is 8 unconnected molecules or ions with the total composition C32H70F6O16 in a non-equilibrium geometry, with properties calculated with ωB97M-V/def2-TZVPD.

Last column: Mulliken charge in e.
Positions of all 124 atoms, in Å:
C -0.38 -7.15 2.35  -0.252
O 0.89 -6.51 2.41  -0.428
C 1.00 -5.51 1.46  0.800
C 2.42 -4.98 1.59  -0.791
O 2.59 -3.92 0.70  -0.261
C 2.49 -2.67 1.37  -0.443
H -0.46 -7.77 1.47  0.332
H -1.15 -6.40 2.36  -0.077
H -0.48 -7.77 3.25  0.269
H 0.33 -4.59 1.64  -0.490
H 0.81 -5.96 0.47  0.227
H 3.13 -5.80 1.39  0.288
H 2.51 -4.66 2.65  0.304
H 1.41 -2.44 1.55  0.015
H 2.93 -1.87 0.75  0.134
H 3.03 -2.64 2.32  0.418
C -2.04 2.92 1.15  -0.318
O -2.40 2.83 2.50  -0.265
C -1.72 3.87 3.33  0.249
C -2.18 3.73 4.79  -0.767
O -3.58 4.06 5.00  -0.436
C -4.55 3.12 4.48  -0.523
H -0.97 2.66 1.00  -0.067
H -2.19 3.99 0.83  0.326
H -2.67 2.23 0.57  0.146
H -1.93 4.90 3.04  0.362
H -0.64 3.70 3.23  -0.072
H -1.60 4.35 5.45  0.308
H -1.95 2.71 5.13  0.386
H -4.41 2.07 4.84  0.242
H -4.51 3.09 3.39  0.186
H -5.52 3.44 4.87  0.260
C 2.77 0.56 -2.93  -0.877
O 2.38 -0.78 -2.58  0.061
C 2.92 -1.77 -3.48  -0.743
C 2.41 -3.17 -3.11  -0.284
O 0.95 -3.13 -3.30  -0.150
C 0.24 -4.05 -2.55  -0.157
H 2.32 0.88 -3.86  0.374
H 3.84 0.56 -2.90  0.456
H 2.53 1.16 -2.10  -0.034
H 4.03 -1.81 -3.35  0.365
H 2.73 -1.42 -4.50  0.333
H 2.69 -3.30 -2.06  0.104
H 2.91 -3.94 -3.72  0.400
H 0.62 -5.08 -2.63  0.444
H -0.81 -4.02 -2.80  0.170
H 0.29 -3.88 -1.47  -0.341
C 1.83 3.64 -0.60  -0.084
O 2.86 4.03 -1.50  -0.439
C 2.37 4.75 -2.62  -0.873
C 1.86 4.03 -3.83  -0.300
O 0.62 3.38 -3.50  -0.212
C -0.10 2.86 -4.61  -0.713
H 1.24 2.79 -0.93  -0.077
H 1.21 4.49 -0.39  0.467
H 2.33 3.36 0.34  -0.077
H 3.08 5.50 -2.98  0.492
H 1.55 5.32 -2.24  0.367
H 2.60 3.26 -4.14  0.226
H 1.70 4.75 -4.65  0.466
H -0.79 3.60 -5.01  0.388
H -0.59 1.97 -4.18  -0.052
H 0.55 2.62 -5.46  0.399
C 1.72 3.98 5.33  -0.492
O 3.09 4.22 5.10  -0.440
C 3.52 3.80 3.83  0.107
C 3.61 4.89 2.77  -0.658
O 2.31 5.24 2.33  -0.073
C 2.20 6.41 1.63  -0.911
H 1.11 4.56 4.68  0.177
H 1.49 4.28 6.39  0.337
H 1.38 2.93 5.16  0.206
H 2.85 3.06 3.37  -0.341
H 4.47 3.26 3.93  0.401
H 4.13 4.59 1.84  0.340
H 4.11 5.78 3.09  0.534
H 2.55 7.28 2.18  0.321
H 1.15 6.51 1.33  0.247
H 2.83 6.38 0.70  0.315
C -1.03 -3.11 3.44  -0.746
O -1.66 -2.84 2.24  0.262
C -2.80 -3.66 2.05  -0.595
C -3.24 -3.40 0.55  0.235
O -4.44 -4.05 0.34  -0.426
C -5.03 -4.00 -0.93  -0.595
H -0.08 -2.56 3.49  0.077
H -0.64 -4.20 3.45  0.225
H -1.64 -2.98 4.27  0.406
H -3.66 -3.36 2.66  0.310
H -2.59 -4.75 2.27  0.026
H -2.47 -3.81 -0.13  -0.047
H -3.27 -2.31 0.41  0.156
H -5.69 -3.12 -1.04  0.239
H -5.62 -4.92 -0.90  0.286
H -4.33 -4.04 -1.77  0.217
C -0.50 -0.13 -1.47  1.591
C -0.24 -1.18 -0.45  1.485
O -0.26 -0.71 0.94  -0.236
C 0.78 0.03 1.27  0.198
O 1.70 0.41 0.61  -0.459
C 0.82 0.46 2.75  0.377
F -0.30 0.15 3.45  -0.237
F 1.88 -0.13 3.30  -0.307
F 0.96 1.76 2.88  -0.122
H -1.48 0.32 -1.35  0.523
H -0.41 -0.58 -2.44  -1.484
H 0.26 0.61 -1.48  -0.893
H 0.66 -1.73 -0.71  -0.096
H -1.03 -1.92 -0.46  -0.530
C -0.60 -1.25 -6.63  -1.338
C -1.09 -1.87 -5.31  0.952
O -2.35 -1.12 -5.04  -0.321
C -2.85 -1.40 -3.89  0.392
O -2.37 -2.27 -3.11  -0.398
C -4.16 -0.61 -3.57  0.760
F -4.15 -0.20 -2.30  -0.189
F -4.34 0.42 -4.38  -0.263
F -5.18 -1.38 -3.72  -0.260
H 0.46 -1.53 -6.88  0.325
H -0.77 -0.18 -6.48  0.273
H -1.20 -1.71 -7.37  0.424
H -0.55 -1.68 -4.41  -0.797
H -1.40 -2.87 -5.52  0.372

Results
Charge: 0
LUMO level in hartree: 0.02055
Multiplicity: 1
HOMO-LUMO gap in eV: 9.99
SMILES: CCOC(=O)C(F)(F)F.CCOC(=O)C(F)(F)F.COCCOC.COCCOC.COCCOC.COCCOC.COCCOC.COCCOC
Molecular weight in g mol⁻¹: 824.88

=====

No. 2
Below is 6 unconnected molecules or ions with the total composition C32H71BN3O7 in a non-equilibrium geometry, with properties calculated with ωB97M-V/def2-TZVPD.

Last column: Mulliken charge in e.
Positions of all 114 atoms, in Å:
C 3.17 -4.52 -2.47  -1.176
C 1.68 -4.33 -2.17  0.115
O 0.93 -4.80 -3.31  -0.431
N -0.19 -4.01 -3.66  0.271
C -1.14 -3.77 -2.59  -0.812
C -2.53 -3.45 -3.09  0.411
C -3.52 -3.26 -2.15  -0.769
C -4.81 -2.95 -2.50  -0.760
C -5.12 -2.81 -3.84  1.123
C -6.52 -2.42 -4.23  -1.507
C -4.16 -3.03 -4.80  -1.074
C -2.88 -3.35 -4.41  -0.457
C 0.24 -2.87 -4.33  -0.390
N 0.24 -2.85 -5.69  -0.231
N 0.72 -1.79 -3.65  0.066
B -0.14 -0.53 -3.39  0.238
C -1.15 0.09 -4.42  -0.966
O 0.06 0.08 -2.20  -0.528
H 3.35 -4.54 -3.54  0.373
H 3.59 -5.38 -1.97  0.354
H 3.68 -3.63 -2.10  0.147
H 1.45 -4.95 -1.31  0.464
H 1.53 -3.28 -1.96  0.090
H -0.83 -2.97 -1.91  0.223
H -1.21 -4.68 -2.01  0.767
H -3.26 -3.36 -1.10  0.473
H -5.54 -2.81 -1.72  0.560
H -6.55 -2.23 -5.29  0.372
H -7.26 -3.16 -3.92  0.317
H -6.74 -1.47 -3.76  0.302
H -4.43 -2.94 -5.83  0.399
H -2.15 -3.53 -5.18  0.683
H 0.90 -3.43 -6.18  0.245
H -0.46 -2.34 -6.19  0.269
H 1.60 -1.53 -4.11  0.409
H -0.72 0.11 -5.42  0.434
H -1.28 1.13 -4.14  0.378
H -2.13 -0.37 -4.40  0.262
H -0.43 -0.32 -1.47  0.308
C -3.27 1.17 -1.63  -0.488
C -4.25 1.34 -2.78  -0.163
O -5.59 1.47 -2.35  -0.395
C -5.88 2.60 -1.53  -0.322
C -5.63 3.93 -2.22  -1.064
H -3.60 0.37 -0.96  0.301
H -2.28 0.93 -2.01  -0.117
H -3.19 2.08 -1.04  0.376
H -4.23 0.45 -3.41  -0.065
H -3.97 2.18 -3.42  0.363
H -5.33 2.54 -0.59  0.307
H -6.94 2.51 -1.29  0.341
H -4.57 4.10 -2.39  0.259
H -6.01 4.74 -1.60  0.400
H -6.13 3.96 -3.19  0.286
C 6.62 -0.89 0.80  -0.973
C 5.56 -1.16 -0.26  -0.296
O 4.40 -1.80 0.25  -0.407
C 3.68 -1.09 1.23  -0.498
C 3.13 0.24 0.74  -0.768
H 6.84 -1.80 1.36  0.312
H 7.54 -0.54 0.33  0.395
H 6.30 -0.14 1.51  0.127
H 5.96 -1.84 -1.01  0.338
H 5.29 -0.23 -0.78  0.323
H 4.29 -0.94 2.13  0.315
H 2.85 -1.74 1.53  0.377
H 3.93 0.96 0.55  0.154
H 2.47 0.68 1.49  0.411
H 2.57 0.11 -0.19  0.219
C 6.31 5.50 2.71  -0.943
C 5.70 4.63 1.62  -0.390
O 5.27 3.36 2.09  -0.399
C 4.25 3.38 3.07  0.052
C 2.96 4.01 2.59  -1.259
H 7.08 4.95 3.26  0.215
H 6.76 6.39 2.28  0.456
H 5.56 5.82 3.44  0.212
H 6.46 4.42 0.86  0.324
H 4.89 5.15 1.12  0.312
H 4.61 3.87 3.99  -0.017
H 4.07 2.33 3.32  0.371
H 3.07 5.08 2.43  0.348
H 2.17 3.87 3.33  0.415
H 2.64 3.57 1.65  0.282
C 9.34 5.65 7.73  -1.075
C 8.12 5.95 6.88  -0.350
O 7.79 4.92 5.96  -0.356
C 7.46 3.67 6.53  -0.341
C 6.22 3.71 7.42  -1.181
H 10.18 5.35 7.10  0.303
H 9.63 6.53 8.30  0.389
H 9.15 4.84 8.43  0.262
H 8.31 6.83 6.26  0.325
H 7.25 6.19 7.51  0.313
H 8.31 3.25 7.07  0.342
H 7.27 3.00 5.69  0.339
H 6.40 4.27 8.34  0.324
H 5.93 2.70 7.71  0.405
H 5.39 4.18 6.90  0.303
C -8.96 -2.15 -0.30  -1.125
C -9.02 -3.66 -0.52  -0.219
O -8.20 -4.39 0.37  -0.420
C -8.52 -4.27 1.74  -0.307
C -9.91 -4.77 2.10  -1.039
H -7.92 -1.82 -0.28  0.258
H -9.49 -1.63 -1.10  0.404
H -9.41 -1.86 0.65  0.347
H -8.66 -3.88 -1.52  0.205
H -10.06 -4.01 -0.47  0.352
H -8.38 -3.24 2.08  0.297
H -7.78 -4.87 2.27  0.319
H -10.69 -4.13 1.68  0.261
H -10.04 -4.79 3.18  0.390
H -10.07 -5.78 1.71  0.294

Results
Charge: +1
LUMO level in hartree: -0.20132
Multiplicity: 1
HOMO-LUMO gap in eV: 5.34
Molecular weight in g mol⁻¹: 620.75

=====

No. 3
Below is 9 unconnected molecules or ions with the total composition C32H71N8O13S in a non-equilibrium geometry, with properties calculated with ωB97M-V/def2-TZVPD.

Last column: Mulliken charge in e.
Positions of all 125 atoms, in Å:
C -2.08 0.64 7.26  -0.704
C -3.34 -0.25 7.02  0.566
O -4.42 0.28 7.04  -0.552
O -3.24 -1.62 6.80  -0.377
C -3.07 -1.86 5.38  -0.039
C -2.83 -3.38 5.13  -0.792
C -1.81 -3.69 3.97  -0.387
C -1.87 -2.73 2.73  -0.544
C -0.47 -2.89 1.97  0.168
C 0.53 -1.91 2.71  -0.347
S 2.14 -2.68 3.11  1.194
O 2.88 -1.69 3.92  -0.734
O 2.81 -2.97 1.83  -0.655
O 1.88 -3.93 3.97  -0.765
H -1.61 0.99 6.32  0.265
H -2.41 1.56 7.80  0.332
H -1.31 0.15 7.90  0.313
H -2.23 -1.20 5.03  -0.068
H -3.97 -1.51 4.79  0.260
H -3.82 -3.88 5.03  0.270
H -2.37 -3.78 6.07  0.357
H -2.08 -4.71 3.58  0.340
H -0.76 -3.81 4.36  0.303
H -2.72 -2.94 2.04  0.157
H -1.93 -1.64 2.99  0.196
H -0.60 -2.65 0.88  -0.221
H -0.17 -3.97 2.07  0.280
H 0.60 -0.98 2.10  0.080
H 0.07 -1.62 3.69  0.063
C -2.89 -3.36 -1.32  0.149
O -2.00 -2.56 -1.07  -0.512
N -4.21 -3.06 -1.28  0.253
C -5.23 -4.04 -1.60  -0.974
C -4.60 -1.72 -0.91  -0.927
H -2.67 -4.40 -1.61  0.162
H -5.82 -3.68 -2.44  0.330
H -5.88 -4.17 -0.73  0.332
H -4.78 -5.00 -1.85  0.294
H -4.16 -1.02 -1.61  0.254
H -4.22 -1.49 0.09  0.291
H -5.68 -1.61 -0.92  0.372
C 0.74 -4.98 -0.87  0.374
O -0.35 -5.45 -1.17  -0.713
N 1.93 -5.59 -1.08  0.210
C 3.19 -4.97 -0.71  -0.817
C 1.95 -6.90 -1.70  -0.978
H 0.84 -3.99 -0.40  0.164
H 3.82 -4.85 -1.60  0.316
H 3.71 -5.61 0.01  0.362
H 3.03 -3.99 -0.26  0.215
H 1.48 -6.84 -2.69  0.208
H 1.38 -7.59 -1.09  0.299
H 2.97 -7.25 -1.80  0.399
C 1.48 1.88 6.73  0.134
O 0.37 1.66 6.30  -0.615
N 1.81 2.90 7.56  0.131
C 3.16 3.11 8.04  -0.954
C 0.76 3.82 7.98  -0.899
H 2.34 1.24 6.48  0.285
H 3.17 3.06 9.13  0.340
H 3.51 4.09 7.72  0.335
H 3.83 2.34 7.65  0.307
H -0.02 3.27 8.50  0.248
H 0.32 4.29 7.10  0.285
H 1.17 4.59 8.64  0.377
C -2.98 0.96 -0.84  0.329
O -4.10 1.08 -0.35  -0.709
N -2.32 1.90 -1.54  0.260
C -0.99 1.65 -2.07  -0.559
C -2.95 3.19 -1.77  -1.137
H -2.40 0.03 -0.72  0.227
H -0.29 2.37 -1.65  0.211
H -1.02 1.75 -3.16  0.186
H -0.66 0.64 -1.82  0.232
H -3.17 3.65 -0.81  0.382
H -3.89 3.04 -2.31  0.308
H -2.30 3.83 -2.35  0.278
C 2.74 2.63 -1.50  -0.078
O 1.67 2.98 -1.99  -0.492
N 2.90 2.13 -0.26  0.210
C 4.19 1.74 0.26  -0.903
C 1.73 1.99 0.60  -0.911
H 3.68 2.70 -2.06  0.314
H 4.17 0.68 0.52  0.341
H 4.42 2.33 1.15  0.329
H 4.97 1.91 -0.48  0.286
H 1.01 1.32 0.11  0.140
H 1.26 2.96 0.74  0.267
H 2.01 1.57 1.56  0.481
C -2.34 3.68 -5.47  0.036
O -2.52 2.84 -4.61  -0.506
N -1.13 4.06 -5.95  0.249
C -0.99 5.06 -6.98  -0.874
C 0.06 3.43 -5.40  -0.804
H -3.18 4.22 -5.95  0.275
H -0.49 4.62 -7.85  0.327
H -0.39 5.89 -6.60  0.278
H -1.96 5.44 -7.29  0.296
H 0.01 2.35 -5.57  0.427
H 0.10 3.61 -4.33  0.020
H 0.95 3.83 -5.88  0.358
C 1.45 6.02 -3.60  0.084
O 0.79 6.31 -4.58  -0.646
N 1.72 6.86 -2.57  0.139
C 2.50 6.45 -1.43  -0.717
C 1.20 8.22 -2.62  -0.986
H 1.88 5.02 -3.46  0.315
H 1.90 6.56 -0.52  0.342
H 3.39 7.10 -1.35  0.380
H 2.82 5.42 -1.53  0.051
H 0.11 8.18 -2.69  0.309
H 1.58 8.72 -3.51  0.289
H 1.49 8.77 -1.73  0.384
C 3.61 -4.20 -5.19  0.124
O 4.65 -4.36 -5.80  -0.626
N 2.38 -4.55 -5.64  0.167
C 1.18 -4.33 -4.86  -0.926
C 2.27 -5.17 -6.95  -0.993
H 3.59 -3.75 -4.19  0.299
H 0.69 -5.29 -4.68  0.343
H 0.51 -3.68 -5.42  0.374
H 1.42 -3.87 -3.91  0.236
H 2.86 -6.09 -6.97  0.304
H 2.67 -4.48 -7.71  0.290
H 1.23 -5.39 -7.18  0.394

Results
Charge: -1
LUMO level in hartree: 0.06816
Multiplicity: 1
HOMO-LUMO gap in eV: 7.11
Molecular weight in g mol⁻¹: 808.03